{
  "formula": "C31H33AsIN2O8S2W",
  "method": "the ωB97M-V functional and the def2-TZVPD basis",
  "total_charge": -1,
  "multiplicity": 1,
  "e_homo_ha": -0.1688,
  "orbital_gap_ha": 0.2422,
  "symbols": ["W", "O", "C", "C", "C", "N", "C", "C", "C", "O", "O", "C", "O", "O", "H", "H", "H", "C", "C", "C", "C", "C", "C", "C", "C", "C", "S", "C", "N", "H", "H", "H", "H", "H", "H", "H", "H", "C", "As", "C", "C", "S", "H", "H", "H", "H", "H", "H", "H", "H", "H", "C", "C", "C", "C", "O", "H", "H", "H", "H", "H", "H", "H", "H", "H", "I", "C", "C", "C", "C", "C", "C", "C", "O", "O", "H", "H", "H", "H"],
  "positions_angstrom": [[1.301, -0.755, -0.811], [-0.724, 2.591, -5.797], [-0.343, 1.856, -4.723], [-0.672, 0.511, -4.589], [-0.226, -0.163, -3.474], [0.478, 0.445, -2.532], [0.782, 1.729, -2.645], [0.405, 2.484, -3.733], [1.585, 2.218, -1.475], [1.988, 3.361, -1.402], [1.772, 1.279, -0.608], [-0.419, -1.641, -3.237], [-1.103, -2.294, -4.008], [0.224, -2.057, -2.214], [-1.221, 2.030, -6.403], [-1.246, -0.036, -5.327], [0.683, 3.526, -3.793], [-1.447, 3.725, -0.729], [-1.635, 3.152, 0.647], [-2.640, 3.692, 1.492], [-2.810, 3.161, 2.729], [-2.001, 2.080, 3.145], [-2.196, 1.468, 4.401], [-1.432, 0.388, 4.741], [-0.458, -0.093, 3.852], [-0.199, 0.496, 2.628], [1.183, -0.190, 1.784], [-1.015, 1.608, 2.240], [-0.854, 2.169, 1.011], [-2.310, 4.322, -1.027], [-1.318, 2.917, -1.445], [-0.551, 4.347, -0.768], [-3.256, 4.509, 1.138], [-3.573, 3.537, 3.403], [-2.962, 1.853, 5.064], [-1.580, -0.117, 5.688], [0.122, -0.967, 4.122], [4.252, -0.369, 2.183], [3.797, -0.543, 0.284], [5.008, -2.018, -0.101], [4.735, 1.007, -0.393], [2.886, -1.005, -2.415], [5.338, -0.445, 2.277], [3.768, -1.158, 2.754], [3.899, 0.589, 2.556], [6.027, -1.632, -0.135], [4.748, -2.475, -1.051], [4.935, -2.747, 0.706], [5.717, 1.058, 0.080], [4.152, 1.893, -0.150], [4.831, 0.919, -1.472], [1.038, -3.717, 1.924], [1.144, -3.752, 0.407], [-0.136, -4.296, -0.215], [2.345, -4.570, -0.055], [1.373, -2.419, -0.044], [0.868, -4.731, 2.296], [0.212, -3.073, 2.219], [1.958, -3.327, 2.364], [-0.270, -5.328, 0.120], [-0.077, -4.272, -1.300], [-0.992, -3.703, 0.105], [2.204, -5.618, 0.216], [3.262, -4.213, 0.416], [2.452, -4.494, -1.138], [-6.927, 2.724, -0.305], [-5.227, 1.515, -0.147], [-4.958, 0.877, 1.054], [-3.813, 0.102, 1.164], [-2.937, -0.012, 0.094], [-3.228, 0.627, -1.104], [-4.380, 1.389, -1.237], [-1.664, -0.805, 0.270], [-1.605, -1.694, 1.096], [-0.730, -0.432, -0.553], [-5.624, 0.993, 1.898], [-3.568, -0.400, 2.092], [-2.537, 0.530, -1.930], [-4.607, 1.885, -2.171]],
  "lowdin_charge": [1.383, 0.073, -0.275, 0.081, -0.184, -0.029, -0.180, 0.086, -0.581, 0.077, -0.335, -0.585, 0.062, -0.192, 0.109, 0.132, 0.138, -0.018, -0.313, -0.025, -0.027, -0.178, -0.066, -0.092, -0.132, -0.527, 0.704, -0.217, 0.189, 0.076, 0.060, 0.084, 0.106, 0.113, 0.102, 0.097, 0.091, -0.331, 0.928, -0.304, -0.281, 0.192, 0.024, 0.004, 0.012, 0.028, -0.018, 0.016, 0.029, 0.027, 0.007, -0.039, -0.639, -0.023, -0.023, -0.460, 0.087, 0.063, 0.074, 0.087, 0.080, 0.074, 0.086, 0.061, 0.094, 0.808, -0.741, -0.152, -0.011, -0.113, -0.011, -0.150, -0.563, 0.064, -0.211, 0.092, 0.125, 0.112, 0.091]
}


{
  "formula": "C4H34NO16",
  "method": "the ωB97M-V functional and the def2-TZVPD basis",
  "total_charge": -1,
  "multiplicity": 1,
  "e_homo_ha": -0.2572,
  "orbital_gap_ha": 0.3466,
  "symbols": ["C", "C", "C", "O", "N", "C", "O", "O", "H", "H", "H", "H", "H", "H", "H", "H", "H", "H", "O", "H", "H", "O", "H", "H", "O", "H", "H", "O", "H", "H", "O", "H", "H", "O", "H", "H", "O", "H", "H", "O", "H", "H", "O", "H", "H", "O", "H", "H", "O", "H", "H", "O", "H", "H", "O"],
  "positions_angstrom": [[1.198, 1.205, 0.834], [0.041, 1.854, 0.026], [-0.983, 0.684, -0.287], [-2.072, 1.350, -0.983], [2.221, 0.863, -0.143], [3.459, 0.358, 0.181], [3.792, 0.693, 1.439], [4.198, -0.166, -0.621], [1.618, 2.037, 1.406], [0.824, 0.395, 1.470], [-0.446, 2.537, 0.707], [0.330, 2.287, -0.930], [-1.329, 0.208, 0.628], [-0.567, -0.041, -1.008], [1.999, 0.628, -1.103], [4.140, -0.023, 1.990], [-1.181, 1.599, -3.883], [-2.155, 1.500, -2.758], [-2.116, 1.703, -3.719], [2.865, -3.146, -0.347], [1.896, -3.622, -1.480], [2.311, -3.866, -0.638], [-2.855, 1.127, -0.460], [-4.017, -0.188, 2.361], [-3.530, 0.553, 1.994], [-1.010, -3.303, -2.860], [-1.293, -2.188, -3.866], [-0.698, -2.967, -3.726], [-1.557, -2.099, 1.325], [-3.053, -1.566, 0.995], [-2.285, -1.971, 0.607], [-1.015, -0.033, 4.346], [-2.658, 0.555, 2.482], [-1.225, 0.226, 3.445], [-2.581, -0.159, -3.936], [-2.455, -0.568, -2.519], [-2.450, -0.964, -3.387], [2.301, 2.378, -2.681], [1.053, 2.744, -3.388], [1.710, 2.055, -3.350], [1.176, -1.234, 2.922], [2.113, -2.155, 3.574], [2.113, -1.261, 3.239], [2.258, 4.016, -0.145], [2.946, 2.774, -0.788], [2.578, 3.650, -0.983], [0.359, -1.800, 1.647], [-0.961, -0.692, 3.009], [-0.399, -1.846, 2.228], [0.321, 1.849, 3.543], [-1.009, 2.249, 3.002], [-0.149, 2.634, 3.238], [-0.699, -4.076, -0.667], [-1.682, -3.001, -0.725], [-1.391, -3.775, -1.259]],
  "nbo_charge": [-0.230, -0.435, -0.079, -0.785, -0.676, 0.882, -0.725, -0.643, 0.212, 0.214, 0.223, 0.216, 0.218, 0.175, 0.416, 0.519, 0.468, 0.498, -0.975, 0.476, 0.487, -0.962, 0.501, 0.463, -0.995, 0.488, 0.487, -1.030, 0.514, 0.468, -1.052, 0.475, 0.509, -1.063, 0.496, 0.474, -0.966, 0.478, 0.466, -0.943, 0.493, 0.466, -0.992, 0.483, 0.484, -0.972, 0.443, 0.521, -1.200, 0.479, 0.483, -0.961, 0.471, 0.511, -0.974]
}


{
  "formula": "C10H15NSi",
  "method": "the ωB97M-V functional and the def2-TZVPD basis",
  "multiplicity": 1,
  "e_homo_ha": -0.3122,
  "orbital_gap_ha": 0.3420,
  "symbols": ["C", "C", "C", "C", "C", "C", "C", "C", "C", "C", "N", "Si", "H", "H", "H", "H", "H", "H", "H", "H", "H", "H", "H", "H", "H", "H", "H"],
  "positions_angstrom": [[1.664, -3.028, 2.783], [0.290, -2.969, 2.608], [2.483, -2.127, 2.126], [-0.257, -1.996, 1.787], [1.932, -1.153, 1.302], [0.563, -1.089, 1.138], [-1.526, -1.324, -1.928], [-1.835, -0.249, -1.221], [0.986, 1.227, -2.455], [0.778, 1.643, -1.003], [-1.510, 1.768, 0.851], [-0.613, 0.674, -0.132], [2.091, -3.779, 3.435], [-0.348, -3.676, 3.121], [3.556, -2.177, 2.258], [-1.329, -1.946, 1.649], [2.583, -0.452, 0.795], [-2.238, -1.834, -2.560], [-0.535, -1.748, -1.901], [-2.850, 0.130, -1.273], [1.833, 1.757, -2.892], [1.183, 0.159, -2.525], [0.104, 1.446, -3.053], [0.560, 2.711, -0.969], [1.712, 1.500, -0.461], [-2.335, 1.434, 1.321], [-1.013, 2.421, 1.440]],
  "nbo_charge": [-0.229, -0.238, -0.216, -0.196, -0.262, -0.294, -0.315, -0.697, -0.598, -0.884, -1.298, 1.723, 0.209, 0.206, 0.207, 0.192, 0.202, 0.194, 0.195, 0.221, 0.208, 0.204, 0.207, 0.231, 0.233, 0.397, 0.400]
}


{
  "formula": "C5H5NO",
  "method": "the ωB97M-V functional and the def2-TZVPD basis",
  "smiles": "C#CC(=O)[C@H]1CN1",
  "multiplicity": 1,
  "e_homo_ha": -0.3691,
  "orbital_gap_ha": 0.3709,
  "symbols": ["O", "C", "C", "C", "C", "C", "N", "H", "H", "H", "H", "H"],
  "positions_angstrom": [[0.767, -1.702, 0.450], [-0.110, -0.901, 0.188], [-1.326, -0.812, 1.000], [-2.201, -0.709, 1.825], [0.070, 0.103, -0.916], [0.980, 1.221, -0.540], [1.411, 0.186, -1.462], [-2.999, -0.600, 2.533], [-0.747, 0.290, -1.615], [1.360, 1.226, 0.482], [0.816, 2.201, -0.977], [1.979, -0.503, -0.968]],
  "nbo_charge": [-0.506, 0.499, -0.137, -0.125, -0.192, -0.231, -0.558, 0.242, 0.227, 0.200, 0.206, 0.374]
}


{
  "formula": "ClMnNaO4S",
  "method": "the ωB97M-V functional and the def2-TZVPD basis",
  "multiplicity": 6,
  "e_homo_ha": [-0.2860, -0.2852],
  "orbital_gap_ha": [0.2035, 0.2016],
  "symbols": ["Na", "Mn", "S", "O", "O", "O", "O", "Cl"],
  "positions_angstrom": [[-0.582, -0.120, 4.052], [-0.653, 1.787, 0.109], [0.618, -0.396, -1.229], [-0.647, 0.013, -1.878], [0.547, -1.738, -0.695], [1.845, -0.136, -1.947], [0.714, 0.537, 0.036], [-1.843, 0.052, 1.552]],
  "nbo_charge": [0.981, 1.537, 2.554, -1.066, -1.009, -1.000, -1.149, -0.848]
}


{
  "formula": "C4H11NO2",
  "method": "the ωB97M-V functional and the def2-TZVPD basis",
  "total_charge": -1,
  "multiplicity": 2,
  "e_homo_ha": [-0.0153, -0.0976],
  "orbital_gap_ha": [0.1450, 0.2261],
  "symbols": ["C", "C", "C", "N", "C", "H", "H", "H", "H", "H", "H", "H", "H", "H", "O", "H", "H", "O"],
  "positions_angstrom": [[-2.790, 0.424, -1.599], [-1.253, 0.660, -1.454], [-0.578, 0.340, -0.336], [0.747, 0.774, -0.104], [1.588, -0.048, 0.451], [-3.102, -0.560, -1.122], [-3.437, 1.310, -1.283], [-3.150, 0.287, -2.733], [-0.723, 1.129, -2.219], [-1.060, -0.148, 0.499], [1.550, -1.047, 0.040], [2.166, 0.199, 1.373], [1.176, 3.240, 2.210], [0.956, 1.954, 1.535], [1.313, 2.305, 2.361], [2.118, -4.266, 1.229], [2.630, -2.992, 0.465], [1.850, -3.559, 0.688]],
  "nbo_charge": [-0.630, -0.379, 0.002, -0.692, -0.381, 0.200, 0.180, 0.173, 0.184, 0.140, 0.102, 0.142, 0.443, 0.501, -0.978, 0.454, 0.483, -0.944]
}


{
  "formula": "C18H14N3NdO2S2",
  "method": "the ωB97M-V functional and the def2-TZVPD basis",
  "multiplicity": 4,
  "e_homo_ha": [-0.2958, -0.2969],
  "orbital_gap_ha": [0.2858, 0.2895],
  "symbols": ["Nd", "O", "C", "O", "C", "C", "C", "C", "C", "C", "S", "H", "H", "H", "H", "C", "N", "C", "N", "S", "H", "H", "H", "H", "H", "H", "N", "C", "C", "C", "C", "C", "C", "C", "C", "C", "H", "H", "H", "H"],
  "positions_angstrom": [[-0.385, 0.053, -0.186], [-1.037, 1.594, -1.659], [-2.200, 1.282, -1.242], [-2.341, 1.099, 0.015], [-3.246, 0.828, -2.187], [-4.293, 1.638, -2.597], [-5.244, 1.126, -3.463], [-5.130, -0.194, -3.890], [-4.085, -0.997, -3.458], [-3.111, -0.506, -2.588], [-1.771, -1.545, -1.996], [-4.363, 2.662, -2.247], [-6.065, 1.748, -3.797], [-5.872, -0.603, -4.565], [-4.016, -2.027, -3.786], [0.139, -4.205, -3.593], [0.451, -3.891, -2.211], [1.262, -2.900, -1.847], [1.988, -2.325, -2.815], [1.411, -2.404, -0.212], [-0.613, -4.987, -3.603], [1.021, -4.586, -4.111], [-0.271, -3.334, -4.108], [-0.191, -4.183, -1.491], [1.925, -2.597, -3.778], [2.677, -1.645, -2.542], [5.074, 3.411, 8.115], [4.505, 3.078, 7.174], [3.784, 2.644, 5.985], [3.082, 3.564, 5.213], [2.399, 3.140, 4.087], [2.405, 1.794, 3.711], [3.116, 0.885, 4.497], [3.800, 1.302, 5.624], [1.698, 1.322, 2.545], [1.100, 0.870, 1.579], [3.073, 4.606, 5.501], [1.850, 3.852, 3.485], [3.126, -0.159, 4.212], [4.347, 0.590, 6.227]],
  "nbo_charge": [1.913, -0.713, 0.749, -0.710, -0.112, -0.203, -0.224, -0.198, -0.217, -0.120, -0.480, 0.220, 0.217, 0.214, 0.217, -0.440, -0.561, 0.365, -0.784, -0.322, 0.234, 0.199, 0.223, 0.430, 0.406, 0.424, -0.315, 0.282, -0.180, -0.162, -0.185, -0.122, -0.187, -0.152, 0.014, -0.626, 0.228, 0.227, 0.227, 0.227]
}


{
  "formula": "C17H31ClF2O8P2",
  "method": "the ωB97M-V functional and the def2-TZVPD basis",
  "smiles": "COCCCCCCCCCC[PH]#P(O)Cl.O=C1OC[C@@H](F)O1.O=C1OC[C@@H](F)O1",
  "multiplicity": 1,
  "e_homo_ha": -0.3032,
  "orbital_gap_ha": 0.3187,
  "symbols": ["C", "O", "C", "C", "C", "C", "C", "C", "C", "C", "C", "C", "P", "P", "O", "Cl", "H", "H", "H", "H", "H", "H", "H", "H", "H", "H", "H", "H", "H", "H", "H", "H", "H", "H", "H", "H", "H", "H", "H", "H", "H", "C", "C", "O", "C", "O", "O", "F", "H", "H", "H", "C", "C", "O", "C", "O", "O", "F", "H", "H", "H"],
  "positions_angstrom": [[-3.645, -3.916, 2.755], [-4.529, -2.750, 2.614], [-3.894, -1.499, 3.053], [-4.348, -0.345, 1.931], [-3.858, 1.169, 2.321], [-2.289, 1.505, 1.990], [-1.601, 0.568, 0.834], [-0.202, 1.254, 0.227], [0.610, 0.258, -0.802], [0.994, 0.936, -2.243], [-0.095, 0.695, -3.443], [-0.675, -0.834, -3.564], [-1.082, -1.324, -5.404], [-1.397, -3.487, -5.558], [-3.057, -3.854, -6.017], [-0.214, -4.094, -7.247], [-4.235, -4.716, 3.416], [-3.516, -4.446, 1.695], [-2.632, -3.714, 3.303], [-4.353, -1.227, 4.120], [-2.731, -1.541, 3.171], [-5.540, -0.334, 1.991], [-4.099, -0.673, 0.823], [-4.016, 1.325, 3.478], [-4.585, 1.928, 1.777], [-1.579, 1.492, 2.937], [-2.269, 2.622, 1.573], [-2.277, 0.373, -0.111], [-1.241, -0.427, 1.366], [-0.427, 2.329, -0.222], [0.532, 1.456, 1.146], [1.648, -0.016, -0.280], [0.012, -0.746, -0.864], [1.025, 2.115, -2.056], [2.109, 0.656, -2.564], [0.485, 0.909, -4.465], [-1.008, 1.437, -3.443], [-1.738, -0.830, -3.022], [-0.010, -1.649, -3.022], [-2.334, -0.735, -5.821], [-3.205, -4.846, -5.969], [6.499, -1.236, -2.293], [5.713, -0.843, -3.497], [4.575, -0.211, -2.957], [4.994, 0.323, -1.775], [4.379, 1.172, -1.151], [6.192, -0.204, -1.377], [5.308, -1.934, -4.185], [6.182, -2.197, -1.875], [7.573, -1.277, -2.492], [6.235, -0.152, -4.168], [2.354, 3.691, 5.098], [1.917, 2.286, 4.864], [0.739, 2.430, 4.103], [0.905, 3.591, 3.409], [0.231, 3.914, 2.445], [1.924, 4.346, 3.921], [1.599, 1.680, 6.030], [1.867, 4.148, 5.966], [3.438, 3.775, 5.219], [2.640, 1.677, 4.312]],
  "nbo_charge": [-0.276, -0.569, -0.072, -0.430, -0.420, -0.426, -0.415, -0.406, -0.430, -0.415, -0.424, -0.681, 0.157, 0.774, -0.972, -0.336, 0.183, 0.190, 0.186, 0.176, 0.176, 0.213, 0.219, 0.209, 0.215, 0.216, 0.219, 0.204, 0.198, 0.211, 0.202, 0.215, 0.205, 0.221, 0.232, 0.216, 0.217, 0.228, 0.255, 0.027, 0.500, -0.132, 0.442, -0.481, 0.959, -0.561, -0.474, -0.321, 0.205, 0.210, 0.157, -0.132, 0.441, -0.483, 0.959, -0.556, -0.472, -0.324, 0.204, 0.209, 0.157]
}